(1)
The following is a DFT calculation (ωB97M-V/def2-TZVPD) of a 2-piece molecular cluster, C32H32BCl3O2S overall.

The orbital gap is 2.50 eV. As for the spin multiplicity: 1. As for the total energy: -86876.186 eV.

Each line ends with the Löwdin charge.
Positions of all 71 atoms, in Å:
Cl (5.152899, 3.435275, -3.021431)  0.73
C (3.643142, 2.850585, -2.452670)  -0.65
C (2.455244, 3.284787, -3.059834)  -0.07
C (1.229668, 2.893882, -2.533507)  0.00
C (1.151141, 2.070322, -1.373810)  -0.22
C (-0.131390, 1.780528, -0.751763)  0.04
C (-0.307951, 0.635052, 0.021857)  -0.05
C (-1.547092, 0.111328, 0.375193)  0.07
C (-1.744470, -0.996506, 1.263667)  -0.19
C (-3.053691, -1.523349, 1.470408)  0.01
C (-3.296207, -2.533244, 2.393623)  -0.07
C (-2.232467, -3.064088, 3.143385)  -0.65
Cl (-2.538629, -4.282784, 4.304196)  0.74
C (-0.925373, -2.594500, 2.935542)  -0.08
C (-0.685566, -1.590711, 2.003239)  0.01
C (2.373370, 1.558425, -0.854406)  0.00
C (3.602909, 1.958497, -1.374565)  -0.08
H (2.504294, 3.941968, -3.926061)  0.12
H (0.303080, 3.163338, -3.044772)  0.13
H (-1.010812, 2.310085, -1.127290)  0.14
H (0.586775, 0.053869, 0.273693)  0.10
H (-2.424688, 0.502314, -0.137948)  0.14
H (-3.876114, -1.112173, 0.886515)  0.13
H (-4.301844, -2.924770, 2.541179)  0.12
H (-0.112652, -3.038337, 3.513417)  0.12
H (0.340132, -1.244799, 1.847996)  0.12
H (2.361714, 0.817958, -0.054832)  0.11
H (4.534669, 1.599897, -0.941574)  0.11
C (-3.775562, 10.906870, 3.322071)  -0.13
C (-3.141854, 9.570907, 3.255618)  -0.61
C (-2.674404, 8.819104, 4.313058)  -0.15
C (-2.157240, 7.515794, 3.940974)  -0.13
C (-2.259625, 7.290158, 2.585596)  -0.36
B (-1.736911, 6.000754, 1.690347)  -0.97
C (-3.003234, 4.949025, 1.642721)  -0.09
C (-3.156145, 4.009344, 2.651745)  -0.04
C (-4.209303, 3.079986, 2.597947)  -0.12
C (-5.105180, 3.122768, 1.518584)  -0.72
Cl (-6.342365, 1.932891, 1.390140)  0.62
C (-4.993558, 4.123648, 0.541480)  -0.11
C (-3.931073, 5.041370, 0.618731)  -0.03
O (-1.366227, 6.517371, 0.404193)  0.02
C (0.051187, 6.574399, 0.437929)  -0.47
C (0.530589, 6.321462, -0.987133)  -0.01
C (0.511176, 7.939369, 0.928734)  -0.02
C (0.405834, 5.418988, 1.511190)  -0.47
C (0.338906, 4.041038, 0.882050)  -0.02
C (1.723343, 5.579379, 2.237662)  -0.01
O (-0.640200, 5.504236, 2.457022)  0.06
S (-2.863970, 8.714048, 1.757145)  1.05
H (-3.799977, 11.258266, 4.353583)  0.07
H (-3.215545, 11.630974, 2.727177)  0.07
H (-4.802635, 10.877446, 2.951017)  0.07
H (-2.704020, 9.175189, 5.334797)  0.09
H (-1.756572, 6.819165, 4.667986)  0.10
H (-2.492756, 4.019657, 3.514228)  0.12
H (-4.337170, 2.334172, 3.379428)  0.09
H (-5.724619, 4.181276, -0.260900)  0.09
H (-3.862613, 5.853719, -0.101932)  0.12
H (1.621920, 6.230854, -1.032913)  0.08
H (0.077554, 5.411060, -1.391678)  0.07
H (0.222456, 7.155486, -1.628530)  0.09
H (1.603056, 8.023787, 0.858533)  0.09
H (0.076651, 8.734981, 0.316007)  0.09
H (0.213386, 8.122088, 1.966674)  0.09
H (1.228764, 3.821184, 0.282047)  0.07
H (0.254318, 3.272564, 1.660698)  0.11
H (-0.549276, 3.937708, 0.244710)  0.09
H (2.559019, 5.497263, 1.534550)  0.09
H (1.769432, 6.544115, 2.745302)  0.09
H (1.817400, 4.787175, 2.986632)  0.09

Atomic forces in eV per Å
0.0 -0.1 0.0
-0.8 0.0 0.3
0.0 -0.2 0.1
0.0 -0.3 0.4
0.5 0.2 -0.2
0.3 -1.5 -1.4
0.1 0.0 0.2
0.4 0.0 -0.3
-0.3 -0.7 0.4
0.4 0.2 0.0
0.2 0.0 -0.1
0.0 0.8 -0.8
0.0 0.0 0.0
0.0 0.0 -0.1
-0.1 0.0 0.1
0.0 0.1 -0.4
-0.4 -0.1 0.1
0.0 -0.2 0.2
0.3 0.3 0.3
0.2 0.0 0.3
-0.5 0.4 0.2
0.0 0.3 0.4
0.1 -0.1 0.2
0.3 0.2 0.0
-0.2 0.2 -0.2
-0.4 -0.1 0.2
0.1 0.5 0.0
-0.2 0.0 -0.1
-0.1 0.3 -0.1
0.8 -1.2 0.6
-0.1 -0.1 -0.7
-0.8 1.2 -0.8
0.2 0.3 0.3
-3.4 1.4 1.9
1.3 0.8 -0.2
-1.0 -0.7 -0.1
0.1 0.2 -0.3
1.2 1.0 0.1
-0.5 -0.5 0.0
0.3 -0.1 0.3
-1.0 -0.8 0.0
1.1 -0.6 -0.8
-0.2 -0.6 0.2
0.3 0.0 0.1
0.4 0.2 0.1
-0.1 0.5 0.0
0.2 -0.6 -0.4
0.2 0.1 -0.1
1.7 -0.6 -0.7
-0.3 -0.4 1.2
0.0 0.0 0.0
-0.1 0.1 0.0
0.0 0.1 0.0
-0.1 0.1 0.0
0.0 -0.1 -0.2
0.0 -0.1 -0.2
0.0 0.1 -0.1
0.1 -0.1 0.1
0.1 -0.2 0.0
0.0 0.0 0.0
0.0 0.1 0.1
0.1 -0.1 0.1
-0.1 0.0 0.0
-0.1 -0.2 0.0
0.0 -0.1 -0.2
-0.1 0.2 0.1
0.1 0.2 0.1
0.0 0.3 0.1
0.1 0.1 0.1
0.0 -0.1 0.0
0.0 0.1 0.0

***

(2)
The following is a DFT calculation (ωB97M-V/def2-TZVPD) of C3H5N3OS as an isolated structure.

The orbital gap is 8.44 eV. As for the spin multiplicity: 1. As for the total energy: -20539.412 eV.

Each line ends with the natural charge from an NBO analysis.
Positions of all 13 atoms, in Å:
C (0.633888, -2.181072, -0.285173)  -0.13
C (1.335039, -1.706759, -1.310965)  0.08
C (0.156596, 0.156592, -0.636051)  0.67
H (-1.772923, -0.814380, 1.373885)  0.38
H (-0.063853, -0.710530, 1.932802)  0.36
H (0.679867, -3.111926, 0.287320)  0.24
H (2.297516, -2.215947, -1.629816)  0.22
H (0.192796, 3.448028, 1.079738)  0.15
N (-0.708040, -1.031933, 1.325591)  -0.68
N (-0.416452, -0.966257, -0.074483)  -0.30
N (-0.181677, 1.309758, -0.383419)  -0.68
O (1.124184, -0.411806, -1.525725)  -0.47
S (-0.871052, 2.119104, 1.030074)  0.15

Atomic forces in eV per Å
-2.3 2.6 -1.3
1.9 -2.4 2.2
-0.2 -3.1 1.2
3.1 -0.2 0.9
2.2 2.0 2.2
-0.5 0.7 -0.3
-1.4 1.2 -0.3
-2.4 -3.0 -0.3
-6.6 -0.9 -3.9
3.0 -5.2 2.5
0.9 3.3 0.3
-0.5 3.7 -1.5
3.1 1.4 -1.7

***

(3)
The following is a DFT calculation (ωB97M-V/def2-TZVPD) of a 3-piece molecular cluster, C8H28B2O12P2Si overall.

The orbital gap is 8.58 eV. The SMILES is COB(O)[SiH2]B(O)OC.COP(=O)(OC)OC.COP(=O)(OC)OC. As for the spin multiplicity: 1. As for the total energy: -61131.179 eV.

Each line ends with the natural charge from an NBO analysis.
Positions of all 53 atoms, in Å:
C (-2.301635, 1.693483, -1.579924)  -0.26
O (-3.254739, 2.569199, -0.946854)  -0.69
B (-4.406435, 2.781870, -1.613618)  0.81
O (-4.639306, 2.168641, -2.852147)  -0.96
Si (-5.896639, 3.918981, -0.879526)  0.30
B (-7.545591, 2.798120, -1.168031)  0.89
O (-8.256798, 3.023887, -2.350022)  -0.95
O (-7.970230, 1.817987, -0.294707)  -0.75
C (-7.604137, 0.521488, -0.768912)  -0.25
H (-1.819358, 2.190555, -2.419140)  0.18
H (-1.526647, 1.499776, -0.840143)  0.20
H (-2.719779, 0.733076, -1.864127)  0.19
H (-4.562380, 2.776016, -3.591633)  0.50
H (-6.085885, 5.165471, -1.657505)  -0.12
H (-5.668699, 4.287222, 0.535232)  -0.12
H (-7.825125, 2.509110, -3.043126)  0.50
H (-8.194812, -0.242120, -0.270943)  0.20
H (-6.540222, 0.319212, -0.617466)  0.17
H (-7.788839, 0.438672, -1.845309)  0.16
C (1.016696, -4.898660, -2.990790)  -0.27
O (0.636117, -3.509329, -2.971796)  -0.73
P (1.029714, -2.616164, -1.637800)  2.45
O (0.294664, -1.360501, -1.900555)  -1.09
O (2.595931, -2.543900, -2.036973)  -0.83
C (2.959782, -1.814000, -3.204166)  -0.25
O (1.460882, -2.527529, -0.071542)  -0.73
C (0.379552, -2.487633, 0.883888)  -0.27
H (0.832764, -5.277579, -3.992652)  0.20
H (2.077069, -5.016644, -2.756013)  0.19
H (0.416723, -5.468360, -2.280995)  0.18
H (2.214593, -1.060908, -3.458770)  0.20
H (3.087865, -2.496699, -4.046468)  0.17
H (3.911777, -1.324573, -3.007699)  0.19
H (-0.359576, -3.261453, 0.681053)  0.18
H (-0.095434, -1.508539, 0.862279)  0.21
H (0.805939, -2.657773, 1.869192)  0.21
C (6.448960, -1.069679, 3.760503)  -0.27
O (5.019313, -0.911895, 3.835412)  -0.74
P (4.400654, 0.610697, 3.675959)  2.46
O (2.985733, 0.390585, 4.041422)  -1.09
O (4.676211, 0.696722, 2.091834)  -0.83
C (3.925076, -0.162555, 1.236991)  -0.25
O (4.618877, 2.217210, 3.806427)  -0.73
C (4.436616, 2.783354, 5.117938)  -0.26
H (6.661992, -2.134520, 3.715796)  0.20
H (6.848761, -0.590299, 2.863909)  0.19
H (6.926175, -0.649848, 4.646404)  0.18
H (2.987556, -0.474190, 1.695282)  0.20
H (4.516904, -1.045942, 0.990443)  0.17
H (3.709534, 0.374532, 0.315926)  0.19
H (4.970865, 2.212821, 5.876549)  0.18
H (3.376052, 2.817191, 5.360847)  0.21
H (4.832915, 3.795413, 5.096068)  0.20

Atomic forces in eV per Å
0.8 0.0 0.7
-0.2 -0.5 -0.4
-0.1 0.3 -0.2
0.3 -0.1 0.1
-0.1 0.2 0.6
-0.6 0.5 0.2
0.4 -0.6 0.1
0.5 -0.2 -0.1
-0.2 -0.1 -0.4
-0.2 -0.1 -0.2
0.0 0.0 0.0
-0.2 0.1 -0.2
-0.2 0.0 -0.1
0.1 0.0 -0.1
0.0 0.0 0.1
-0.2 0.2 -0.4
0.0 0.1 0.2
0.0 0.1 0.2
-0.1 -0.1 0.0
0.1 0.0 -0.1
-0.8 -1.6 2.4
2.8 5.0 -2.7
-0.8 -0.6 0.3
0.2 0.0 0.5
0.1 -0.2 -0.3
-1.4 -2.6 -0.3
-0.1 0.1 0.3
-0.1 0.1 0.0
0.0 0.1 0.0
0.0 -0.1 -0.1
-0.1 0.0 0.1
0.0 0.0 0.0
0.0 0.0 0.1
0.0 0.0 0.1
0.0 0.0 -0.1
0.1 0.0 -0.1
0.1 -0.1 -0.1
1.6 1.8 1.6
-4.4 -0.7 -3.9
0.4 -0.1 0.8
0.2 0.6 0.1
0.1 -0.4 -0.2
2.1 -1.2 1.5
-0.1 0.2 0.1
-0.1 0.0 0.0
-0.1 0.0 0.0
0.0 -0.1 0.0
0.0 0.1 0.1
-0.1 0.0 0.0
0.0 0.1 0.1
0.0 0.0 0.1
0.0 -0.1 0.0
0.1 0.0 -0.1

***

(4)
The following is a DFT calculation (ωB97M-V/def2-TZVPD) of a 7-piece molecular cluster, C29H51BrCl12FN2O6PS3 overall.

The orbital gap is 8.29 eV. The SMILES is [H]/N=C(\C)C[C@]1(P(C)O)[C@@](CCO)(CC(=O)F)[C@](Br)(CSCC)[C@@](C)(N=C=S)OS1(=O)=O.ClCCCl.ClCCCl.ClCCCl.ClCCCl.ClCCCl.ClCCCl. As for the spin multiplicity: 1. As for the total energy: -310987.436 eV.

Each line ends with the Löwdin charge.
Positions of all 106 atoms, in Å:
C (-0.550610, -2.063598, -0.936027)  -0.18
C (0.571663, -2.866656, -0.270249)  -0.53
S (1.435307, -2.044616, 1.082908)  0.91
C (2.144040, -0.599356, 0.184031)  -0.46
C (3.056441, 0.361534, 0.996157)  -0.47
Br (4.485617, 0.687976, -0.427609)  1.00
C (3.904590, -0.356660, 2.090710)  -0.54
C (3.240218, -0.936124, 3.330221)  -0.05
N (4.545791, -1.495111, 1.424170)  0.05
C (5.590132, -1.972315, 1.778372)  -0.77
S (6.959623, -2.582234, 2.214581)  0.76
O (4.976075, 0.529338, 2.432636)  -0.22
S (4.691066, 1.935595, 3.154811)  0.64
O (5.499023, 2.886346, 2.454613)  -0.26
O (4.886801, 1.741252, 4.560245)  -0.24
C (2.948031, 2.335674, 2.860670)  -0.40
C (2.027823, 1.866278, 4.023596)  -0.16
C (2.270554, 2.260931, 5.491653)  -0.38
C (2.828528, 1.219893, 6.444963)  -0.04
N (1.860397, 3.390178, 5.901557)  0.14
P (3.006154, 4.281457, 2.821784)  0.98
C (1.297278, 4.782296, 3.256105)  -0.26
O (3.903636, 4.571165, 4.168459)  -0.30
C (2.457268, 1.808311, 1.407453)  -0.28
C (0.868788, 1.831388, 1.422084)  -0.13
C (-0.128043, 0.781088, 1.925938)  -0.23
O (0.215101, 0.133306, 3.135215)  -0.12
C (2.677819, 2.867812, 0.229182)  -0.16
C (3.819389, 3.808473, -0.156647)  -0.56
O (3.636974, 4.960988, -0.320246)  0.13
F (4.981592, 3.284721, -0.506923)  0.01
H (-0.281103, -1.019875, -1.087042)  0.01
H (-0.758505, -2.487588, -1.918342)  -0.02
H (-1.471141, -2.109108, -0.351130)  0.06
H (0.133912, -3.741217, 0.216626)  0.06
H (1.279182, -3.223426, -1.024413)  0.07
H (1.336702, -0.087432, -0.341159)  0.00
H (2.721532, -1.070287, -0.605871)  0.04
H (3.507932, -0.346059, 4.203945)  0.06
H (3.580829, -1.947107, 3.520811)  0.07
H (2.156144, -0.958275, 3.270359)  0.01
H (1.954677, 0.793403, 4.058214)  0.06
H (1.014692, 2.195362, 3.809358)  0.09
H (2.212590, 1.240900, 7.349725)  0.08
H (2.772984, 0.207668, 6.047053)  0.05
H (3.854172, 1.461538, 6.711432)  0.08
H (2.040727, 3.489404, 6.902152)  0.07
H (0.760385, 4.893261, 2.307699)  0.04
H (1.375137, 5.781110, 3.695046)  0.05
H (0.725842, 4.164401, 3.940617)  0.02
H (4.036255, 5.522393, 4.250910)  0.07
H (0.620898, 2.776203, 1.906605)  0.09
H (0.553685, 1.984017, 0.387749)  0.07
H (-0.321182, 0.045498, 1.139143)  0.08
H (-1.083640, 1.309889, 2.049632)  0.13
H (-0.426722, -0.571202, 3.275548)  0.09
H (2.459337, 2.274982, -0.664063)  0.04
H (1.859781, 3.584898, 0.293253)  0.11
Cl (-2.398069, 1.811208, -3.870517)  0.56
C (-1.144112, 3.039523, -3.585303)  -0.63
C (0.240042, 2.450751, -3.622241)  -0.60
Cl (0.540920, 1.388189, -2.215544)  0.67
H (-1.341507, 3.512899, -2.626154)  0.07
H (-1.247277, 3.784568, -4.372535)  0.08
H (0.979715, 3.248332, -3.571963)  0.08
H (0.410472, 1.866157, -4.522225)  0.05
Cl (-1.173302, -0.126868, -6.384903)  0.54
C (-2.280655, -1.430261, -6.894011)  -0.67
C (-3.643777, -0.910031, -7.266471)  -0.63
Cl (-4.529949, -0.294896, -5.846581)  0.55
H (-2.346311, -2.143820, -6.075299)  -0.01
H (-1.823137, -1.919070, -7.752695)  0.08
H (-4.238884, -1.721207, -7.683868)  0.07
H (-3.583636, -0.105778, -7.995085)  0.07
Cl (-7.800254, -1.023482, -6.755131)  0.53
C (-9.188438, -0.159473, -6.045066)  -0.66
C (-9.033177, 1.335371, -6.152083)  -0.66
Cl (-7.710461, 1.943351, -5.121697)  0.53
H (-9.276589, -0.471307, -5.007536)  0.07
H (-10.078576, -0.477055, -6.585371)  0.07
H (-9.948752, 1.821271, -5.819247)  0.07
H (-8.822785, 1.638384, -7.174371)  0.07
Cl (-3.745362, -2.432776, -2.399437)  0.56
C (-5.182763, -1.406999, -2.146610)  -0.64
C (-4.837898, 0.055698, -2.245495)  -0.69
Cl (-3.798478, 0.612697, -0.902721)  0.53
H (-5.603392, -1.657341, -1.175893)  0.07
H (-5.904283, -1.659017, -2.922537)  0.07
H (-5.748879, 0.651980, -2.214084)  0.07
H (-4.314167, 0.261666, -3.168940)  -0.05
Cl (0.662490, -3.034558, 4.892155)  0.58
C (1.341452, -4.145478, 6.113652)  -0.65
C (2.220073, -3.438220, 7.111533)  -0.65
Cl (3.730598, -2.834691, 6.387803)  0.58
H (1.885620, -4.921920, 5.582400)  0.07
H (0.498945, -4.596541, 6.635206)  0.07
H (2.500632, -4.135855, 7.898857)  0.07
H (1.706594, -2.589923, 7.557534)  0.07
Cl (-1.278005, -5.859190, -1.944534)  0.56
C (-1.204352, -6.048913, -3.715747)  -0.65
C (-0.385967, -4.960671, -4.360767)  -0.62
Cl (-1.188274, -3.374272, -4.222412)  0.61
H (-2.224583, -6.050214, -4.090831)  0.07
H (-0.749597, -7.017116, -3.918391)  0.07
H (-0.260009, -5.171103, -5.421468)  0.08
H (0.595936, -4.876683, -3.901647)  0.07

Atomic forces in eV per Å
0.1 -0.2 0.1
-0.3 0.2 -0.3
-0.2 0.2 0.2
-0.4 -0.7 0.2
0.5 0.3 -0.9
-0.2 -0.7 0.2
0.1 -0.7 -0.7
-0.4 0.2 0.6
0.1 0.3 0.3
0.2 0.1 0.0
0.0 -0.2 -0.1
-0.2 0.3 0.2
0.2 0.4 0.3
-0.1 -0.4 -0.1
0.0 -0.1 -0.3
-0.2 0.3 0.2
0.3 -0.2 0.6
0.1 0.3 -0.1
-0.4 0.1 0.1
0.1 -0.1 0.0
0.3 0.2 -0.7
-0.3 -0.1 -0.1
-0.4 -0.1 0.3
-0.2 -0.1 0.3
0.0 0.3 0.0
-0.2 -0.2 -0.4
-0.4 -0.2 0.0
-0.3 -0.3 0.1
-0.4 -0.4 0.3
-0.1 0.9 -0.3
0.5 0.4 0.1
-0.1 0.0 0.0
-0.1 0.1 0.2
0.1 0.1 0.0
0.2 -0.1 -0.1
0.1 0.1 0.1
0.1 0.3 0.4
0.2 0.1 0.1
0.1 0.0 -0.1
0.1 -0.1 -0.2
0.1 0.0 -0.1
0.0 0.1 -0.3
0.2 0.1 0.0
0.1 0.0 0.0
0.2 0.0 0.0
0.0 -0.1 -0.1
-0.1 0.0 0.0
0.0 0.1 0.0
0.1 0.0 0.0
0.1 0.0 0.1
0.2 -0.1 0.0
0.1 0.0 0.0
0.0 -0.1 0.0
0.2 -0.1 0.1
0.1 0.1 0.0
0.1 -0.1 -0.1
0.1 0.2 0.0
0.0 0.0 0.2
0.0 0.2 0.0
-0.1 0.1 0.0
0.1 0.1 0.0
-0.1 0.0 -0.3
0.0 0.0 0.0
0.1 0.0 0.0
0.0 0.0 0.0
0.0 -0.1 0.0
0.0 -0.1 -0.1
0.0 -0.1 0.0
0.0 0.0 -0.1
0.1 0.1 0.0
0.0 0.1 -0.1
0.0 0.0 0.0
0.0 0.0 0.0
0.0 0.0 0.0
-0.1 0.0 0.0
-0.1 0.0 0.0
0.0 0.0 0.0
0.0 0.0 0.0
0.0 0.0 0.0
0.0 0.0 0.0
0.0 0.0 0.0
0.0 0.0 0.0
-0.2 0.0 0.0
0.0 0.0 0.1
-0.1 0.1 0.1
-0.1 -0.1 0.0
0.0 0.0 0.0
0.0 0.0 0.0
0.0 0.0 0.0
0.1 0.0 -0.1
0.1 0.0 0.0
-0.1 -0.1 0.0
0.0 0.0 0.1
0.0 0.0 0.0
0.0 0.0 0.0
0.0 0.0 0.0
0.0 0.0 0.0
0.0 0.0 0.0
0.0 0.0 0.0
0.0 -0.1 0.0
0.1 0.0 0.0
0.2 -0.2 -0.1
0.0 0.0 0.0
0.0 0.0 0.0
0.0 0.0 0.0
0.0 0.0 0.0

***

The E_HOMO results, record by record, are as follows: -6.3; -8.3; -9.0; -8.0 eV.
The lowest unoccupied orbital energy results, record by record, are as follows: -3.777; 0.130; -0.450; 0.334 eV.